1.
The following is a quantum chemistry calculation of a structure of composition C63H57N6O6SiY, from the OMol25 dataset.

Positions of all 134 atoms, in Å:
Y  0.0245  -0.1979  -0.4865
C  8.2091  -5.2659  2.7954
O  7.9007  -4.4024  1.7305
C  6.6408  -3.8471  1.7242
C  5.6914  -4.0686  2.7111
C  4.4429  -3.4540  2.6008
C  4.1280  -2.6337  1.5325
C  5.1035  -2.4218  0.5528
C  6.3455  -3.0207  0.6434
C  2.7956  -1.9708  1.3810
C  2.7859  -0.5730  1.4810
C  3.9066  0.2357  1.9125
C  3.4558  1.5114  1.9879
C  2.0579  1.4746  1.6154
N  1.7005  0.2120  1.2861
C  1.1747  2.5588  1.7067
C  -0.2174  2.4855  1.6320
C  -1.0851  3.6360  1.7860
C  -2.3465  3.1951  1.5928
C  -2.2446  1.7811  1.2847
C  -3.3454  0.9798  0.9323
C  -4.6999  1.6059  0.9521
C  -5.4516  1.7391  -0.2159
C  -6.7153  2.2998  -0.1964
C  -7.2594  2.7464  1.0031
O  -8.5210  3.2915  0.9262
C  -9.0840  3.7592  2.1267
C  -6.5342  2.6277  2.1810
C  -5.2636  2.0555  2.1369
C  -3.2820  -0.3699  0.5979
N  -2.1428  -1.0916  0.4475
C  -2.5182  -2.3810  0.2709
C  -1.6609  -3.4804  0.2262
C  -2.2694  -4.7841  -0.1697
C  -2.7605  -4.9560  -1.4669
C  -3.3420  -6.1459  -1.8626
C  -3.4439  -7.2004  -0.9609
O  -4.0346  -8.3482  -1.4404
C  -4.1240  -9.4345  -0.5527
C  -2.9665  -7.0573  0.3341
C  -2.3868  -5.8463  0.7123
C  -0.2984  -3.4557  0.5671
C  0.5515  -4.6312  0.5686
C  1.7802  -4.2117  0.9380
C  1.6869  -2.7784  1.1323
N  0.4063  -2.3570  0.9215
C  -3.9696  -2.4838  0.2638
C  -4.4426  -1.2386  0.4708
N  -0.9561  1.3768  1.3320
C  1.7975  3.9065  1.8775
C  1.6910  4.6401  3.0458
C  2.2561  5.9105  3.1681
C  2.9417  6.4484  2.0888
O  3.5288  7.6942  2.0956
C  3.3716  8.4638  3.2603
C  3.0674  5.7232  0.9074
C  2.5053  4.4656  0.8077
H  9.2247  -5.6161  2.6227
H  7.5305  -6.1247  2.8245
H  8.1645  -4.7488  3.7596
H  5.8974  -4.7026  3.5618
H  3.6968  -3.6216  3.3688
H  4.8554  -1.7931  -0.2964
H  7.0947  -2.8661  -0.1222
H  4.8887  -0.1356  2.1599
H  3.9971  2.3885  2.3061
H  -0.7709  4.6483  1.9811
H  -3.2552  3.7755  1.6076
H  -5.0283  1.3949  -1.1513
H  -7.2928  2.4035  -1.1054
H  -10.0662  4.1526  1.8732
H  -8.4781  4.5566  2.5688
H  -9.1964  2.9525  2.8582
H  -6.9311  2.9565  3.1306
H  -4.6949  1.9535  3.0533
H  -2.6706  -4.1369  -2.1704
H  -3.7142  -6.2752  -2.8701
H  -4.5990  -10.2443  -1.1032
H  -4.7341  -9.1880  0.3226
H  -3.1339  -9.7590  -0.2161
H  -3.0383  -7.8570  1.0573
H  -2.0181  -5.7273  1.7240
H  0.2534  -5.6317  0.3004
H  2.6761  -4.8054  1.0242
H  -4.5366  -3.3959  0.1629
H  -5.4716  -0.9324  0.5718
H  1.1515  4.2146  3.8837
H  2.1490  6.4516  4.0974
H  3.8758  9.4101  3.0744
H  3.8263  7.9776  4.1300
H  2.3146  8.6539  3.4747
H  3.5902  6.1657  0.0699
H  2.5866  3.9037  -0.1169
C  2.8267  -3.4449  -2.4086
C  2.4626  -2.0068  -2.1015
O  1.3529  -1.8369  -1.5170
C  3.3537  -1.0022  -2.4312
C  3.0790  0.4008  -2.3236
C  4.1018  1.3099  -2.9678
N  2.0075  0.8893  -1.7707
N  1.9187  2.2842  -1.9742
C  0.7274  2.7068  -1.6743
O  -0.2333  2.0347  -1.1733
C  0.4720  4.1713  -1.9150
C  1.4007  4.9811  -2.5677
C  1.1624  6.3363  -2.7292
C  -0.0117  6.9036  -2.2429
C  -0.9448  6.0990  -1.6059
C  -0.7049  4.7390  -1.4461
H  3.3161  -3.8883  -1.5364
H  3.5006  -3.5287  -3.2629
H  1.9126  -4.0086  -2.5933
H  4.2645  -1.2880  -2.9426
H  4.9765  0.7289  -3.2600
H  4.3929  2.1161  -2.2953
H  3.6768  1.7915  -3.8508
H  2.3088  4.5192  -2.9328
H  1.8962  6.9535  -3.2354
H  -0.1953  7.9655  -2.3638
H  -1.8648  6.5283  -1.2259
H  -1.4209  4.0976  -0.9520
C  -1.1639  0.8256  -4.2304
Si  -1.3745  -0.6355  -3.0154
C  -0.6894  -2.1042  -4.0429
C  -3.2720  -0.9408  -3.1253
H  -1.6321  0.6057  -5.2003
H  -0.1037  1.0386  -4.3964
H  -1.6069  1.7366  -3.8199
H  -1.2085  -2.1927  -5.0080
H  -0.7902  -3.0507  -3.5023
H  0.3788  -1.9672  -4.2301
H  -3.5761  -1.1120  -4.1679
H  -3.8256  -0.0740  -2.7505
H  -3.5949  -1.7958  -2.5255

Forces on atoms 1 to 2 (eV/Å):
0.3 0.1 0.5
0.0 0.0 0.0

Summary:
- total charge = -2
- 2S+1 = 1
- E_HOMO (Ha) = -0.03025
- relative energy (zero: lowest compared OMol25 entry of this formula, charge and spin) (eV) = 0.776
- HOMO-LUMO gap (eV) = 4.45

---

2.
The following is a quantum chemistry calculation of a structure of composition C63H62BaN9O3P2 in a non-equilibrium geometry, from the OMol25 dataset.

Positions of all 140 atoms, in Å:
Ba  -0.1504  -0.3090  -0.0254
N  1.5954  3.0707  1.5528
C  2.2806  3.9576  0.6965
C  2.7526  5.1638  1.2269
C  3.4829  6.0419  0.4519
C  3.7534  5.7424  -0.8815
C  3.2865  4.5533  -1.4070
C  2.5542  3.6445  -0.6379
P  2.0285  2.0395  -1.3979
C  1.1413  2.6295  -2.8865
C  1.3722  2.2155  -4.1955
C  0.5737  2.6834  -5.2374
C  -0.4750  3.5521  -4.9781
C  -0.7369  3.9423  -3.6684
C  0.0621  3.4810  -2.6355
C  3.6929  1.4143  -1.8468
C  4.3416  0.7489  -0.8007
C  5.6407  0.2865  -0.9442
C  6.3117  0.4731  -2.1472
C  5.6812  1.1375  -3.1896
C  4.3811  1.6099  -3.0416
H  1.1707  3.5116  2.3527
H  0.9699  2.4261  1.1134
H  2.5402  5.4032  2.2665
H  3.8455  6.9675  0.8872
H  4.3208  6.4303  -1.4982
H  3.4849  4.3213  -2.4488
H  2.1597  1.5065  -4.4169
H  0.7773  2.3650  -6.2537
H  -1.0913  3.9200  -5.7916
H  -1.5710  4.6001  -3.4508
H  -0.1597  3.7845  -1.6180
H  3.8190  0.5899  0.1366
H  6.1241  -0.2299  -0.1224
H  7.3259  0.1085  -2.2687
H  6.2045  1.2993  -4.1252
H  3.9336  2.1592  -3.8597
O  -2.4971  5.9342  4.7667
C  -3.3650  4.9968  4.3345
O  -4.2448  4.6205  5.0535
C  -3.1578  4.4507  2.9544
C  -1.8918  4.3004  2.4005
C  -1.7343  3.6442  1.1918
C  -2.8337  3.1141  0.5209
C  -4.1108  3.3329  1.0416
C  -4.2648  3.9747  2.2595
N  -2.5795  2.4097  -0.6842
C  -3.3589  1.4891  -1.0679
C  -3.0954  0.7489  -2.3402
C  -4.1400  0.2258  -3.0836
C  -3.8516  -0.3438  -4.3176
C  -2.5361  -0.3875  -4.7441
C  -1.5442  0.1088  -3.9036
N  -1.8177  0.6660  -2.7231
H  -1.9394  6.2386  4.0443
H  -1.0115  4.6678  2.9212
H  -0.7484  3.5028  0.7605
H  -4.9820  2.9946  0.4916
H  -5.2476  4.1153  2.6956
H  -4.2509  1.1969  -0.5031
H  -5.1597  0.2889  -2.7157
H  -4.6457  -0.7442  -4.9371
H  -2.2717  -0.8158  -5.7031
H  -0.4987  0.0338  -4.1682
C  -0.7014  -2.6563  7.0177
C  -1.7578  -3.1985  6.2954
C  -1.8115  -3.0552  4.9137
C  -0.8094  -2.3626  4.2369
C  0.2403  -1.8107  4.9732
C  0.3029  -1.9645  6.3530
P  -0.7014  -2.1399  2.4233
C  -2.3675  -2.5595  1.7705
C  -3.5274  -2.0431  2.3570
C  -4.7648  -2.2029  1.7489
C  -4.8648  -2.8585  0.5244
C  -3.7220  -3.3659  -0.0774
C  -2.4812  -3.2234  0.5441
C  0.2696  -3.6334  1.9439
C  -0.0206  -4.8472  2.5217
C  0.7456  -5.9974  2.2430
C  1.8187  -5.9003  1.4058
C  2.1480  -4.6693  0.7881
C  3.2753  -4.5807  -0.0684
C  3.5842  -3.3955  -0.6661
C  2.7469  -2.2639  -0.4798
C  1.6280  -2.2603  0.3331
C  1.3545  -3.4994  1.0192
H  -0.6579  -2.7820  8.0944
H  -2.5395  -3.7467  6.8084
H  -2.6377  -3.4912  4.3661
H  1.0327  -1.2805  4.4513
H  1.1349  -1.5481  6.9099
H  -3.4545  -1.5249  3.3071
H  -5.6592  -1.8126  2.2269
H  -5.8326  -2.9835  0.0500
H  -3.7925  -3.8896  -1.0259
H  -1.5956  -3.6543  0.0835
H  -0.8469  -4.9347  3.2163
H  0.4931  -6.9412  2.7155
H  2.4387  -6.7701  1.1999
H  3.8823  -5.4677  -0.2279
H  4.4592  -3.3202  -1.3093
H  3.0229  -1.3613  -1.0264
C  0.0707  -4.3484  -4.5713
N  0.6146  -3.6034  -3.4391
C  -0.1976  -3.6625  -2.2347
C  1.3206  -2.4351  -3.6547
N  1.0613  -1.4029  -2.9267
N  2.2714  -2.5060  -4.6552
C  3.1363  -3.6835  -4.7604
C  2.8774  -1.2699  -5.0999
H  -0.9772  -4.0734  -4.7475
H  0.1095  -5.4210  -4.3727
H  0.6356  -4.1407  -5.4745
H  -0.4404  -4.7055  -2.0290
H  -1.1370  -3.0991  -2.3460
H  0.3633  -3.2577  -1.3927
H  1.7573  -0.6689  -3.0323
H  2.7275  -4.5025  -4.1755
H  4.1386  -3.4587  -4.3776
H  3.2329  -4.0027  -5.8005
H  3.5918  -0.8595  -4.3735
H  2.1053  -0.5257  -5.3009
H  3.4139  -1.4605  -6.0292
C  -4.1370  1.1303  3.4728
N  -2.6759  1.1556  3.7020
C  -2.1927  1.3795  4.9562
C  -0.8768  1.5089  5.2065
C  -0.0073  1.4567  4.0772
N  -0.4614  1.1987  2.8559
C  -1.7865  0.9738  2.6420
O  -2.2100  0.6226  1.5265
N  1.3095  1.6983  4.2194
H  -4.5707  2.1025  3.7014
H  -4.6044  0.3743  4.1047
H  -4.3169  0.8892  2.4325
H  -2.9383  1.4458  5.7388
H  -0.5027  1.6656  6.2110
H  1.7161  1.8129  5.1283
H  1.9019  1.6640  3.4036

Forces on atoms 1 to 2 (eV/Å):
-0.3 0.6 -1.0
0.7 0.3 -0.1

Summary:
- total charge = +1
- 2S+1 = 1
- E_HOMO (Ha) = -0.33731
- relative energy (zero: lowest compared OMol25 entry of this formula, charge and spin) (eV) = 1.395
- HOMO-LUMO gap (eV) = 6.60

---

3.
The following is a quantum chemistry calculation of a cluster of 11 separate species, C63H63F5NPS in total in a non-equilibrium geometry, from the OMol25 dataset.

Positions of all 134 atoms, in Å:
F  -1.9716  0.0355  0.4568
C  -2.1586  0.8811  1.5174
F  -3.5053  1.1227  1.5733
F  -1.5749  2.0851  1.3251
C  -1.6913  0.1301  2.8314
F  -1.1408  -1.1056  2.5281
F  -2.8534  -0.1045  3.5760
P  -0.4771  1.1019  3.9514
N  0.5882  2.1341  5.0536
C  0.7699  3.1822  4.4990
S  0.7903  4.5999  3.7302
H  -1.6001  1.7798  4.5013
H  -0.0329  -0.0946  4.5945
H  0.3145  1.5371  2.8545
C  -4.2614  -5.8785  3.8473
C  -3.1450  -5.4541  3.1377
C  -2.8503  -4.0991  3.0510
C  -3.6746  -3.1671  3.6707
C  -4.7963  -3.5914  4.3727
C  -5.0890  -4.9465  4.4625
H  -4.4877  -6.9362  3.9204
H  -2.5032  -6.1802  2.6522
H  -1.9775  -3.7689  2.5000
H  -3.4436  -2.1120  3.6052
H  -5.4429  -2.8648  4.8513
H  -5.9627  -5.2772  5.0120
C  1.0737  -3.3169  1.5928
C  2.1250  -3.9948  0.9928
C  2.9773  -4.7779  1.7603
C  2.7799  -4.8788  3.1326
C  1.7322  -4.1913  3.7352
C  0.8787  -3.4123  2.9639
H  0.4051  -2.7113  0.9910
H  2.2807  -3.9136  -0.0770
H  3.7961  -5.3094  1.2897
H  3.4436  -5.4909  3.7322
H  1.5805  -4.2631  4.8064
H  0.0613  -2.8782  3.4314
C  -5.7646  -7.4425  7.2261
C  -7.0945  -7.1043  7.4427
C  -7.7851  -7.6507  8.5172
C  -7.1465  -8.5394  9.3733
C  -5.8191  -8.8847  9.1515
C  -5.1276  -8.3354  8.0791
H  -5.2244  -7.0114  6.3921
H  -7.5939  -6.4128  6.7734
H  -8.8215  -7.3841  8.6878
H  -7.6840  -8.9638  10.2130
H  -5.3226  -9.5824  9.8159
H  -4.0916  -8.6030  7.9074
C  6.7755  -7.8246  -1.1733
C  7.8924  -7.3948  -1.8786
C  8.1932  -6.0401  -1.9467
C  7.3742  -5.1142  -1.3125
C  6.2523  -5.5435  -0.6146
C  5.9534  -6.8984  -0.5435
H  6.5448  -8.8817  -1.1149
H  8.5300  -8.1167  -2.3755
H  9.0664  -5.7054  -2.4942
H  7.6099  -4.0577  -1.3631
H  5.6099  -4.8204  -0.1246
H  5.0791  -7.2334  0.0029
C  5.6180  -1.9993  5.2827
C  6.1436  -0.7240  5.1138
C  5.3867  0.2642  4.4972
C  4.1048  -0.0240  4.0452
C  3.5824  -1.3018  4.2060
C  4.3379  -2.2893  4.8260
H  6.2065  -2.7679  5.7696
H  7.1445  -0.4999  5.4640
H  5.7956  1.2595  4.3686
H  3.5131  0.7479  3.5661
H  2.5849  -1.5289  3.8481
H  3.9307  -3.2832  4.9532
C  1.8079  -0.2299  -3.3504
C  2.8596  -0.9077  -3.9543
C  3.7114  -1.6942  -3.1877
C  3.5135  -1.7989  -1.8162
C  2.4666  -1.1138  -1.2119
C  1.6136  -0.3313  -1.9791
H  1.1394  0.3787  -3.9486
H  3.0157  -0.8236  -5.0238
H  4.5300  -2.2254  -3.6591
H  4.1762  -2.4138  -1.2180
H  2.3152  -1.1905  -0.1410
H  0.7958  0.2017  -1.5074
C  -1.7470  1.7637  -8.3329
C  -0.6975  1.0855  -8.9407
C  0.1548  0.2965  -8.1778
C  -0.0404  0.1900  -6.8062
C  -1.0844  0.8751  -6.1976
C  -1.9387  1.6607  -6.9606
H  -2.4153  2.3737  -8.9288
H  -0.5440  1.1715  -10.0100
H  0.9715  -0.2349  -8.6519
H  0.6225  -0.4271  -6.2108
H  -1.2331  0.7962  -5.1264
H  -2.7547  2.1936  -6.4857
C  0.1901  5.7340  0.1220
C  -0.2456  4.5994  -0.5511
C  -0.2155  4.5595  -1.9396
C  0.2468  5.6567  -2.6563
C  0.6740  6.7946  -1.9838
C  0.6472  6.8332  -0.5949
H  0.1730  5.7627  1.2058
H  -0.6079  3.7457  0.0063
H  -0.5525  3.6727  -2.4640
H  0.2728  5.6249  -3.7393
H  1.0289  7.6529  -2.5425
H  0.9826  7.7206  -0.0708
C  -0.7049  6.5874  -8.2561
C  -1.3907  5.4200  -7.9445
C  -2.7517  5.3218  -8.2097
C  -3.4269  6.3927  -8.7825
C  -2.7423  7.5631  -9.0856
C  -1.3814  7.6602  -8.8240
H  0.3575  6.6618  -8.0554
H  -0.8643  4.5853  -7.4955
H  -3.2866  4.4102  -7.9699
H  -4.4873  6.3154  -8.9916
H  -3.2700  8.4005  -9.5270
H  -0.8472  8.5724  -9.0626
C  -2.3194  11.8655  -1.3031
C  -2.0918  11.0452  -0.2050
C  -1.9135  9.6787  -0.3829
C  -1.9671  9.1315  -1.6588
C  -2.2036  9.9505  -2.7560
C  -2.3782  11.3176  -2.5787
H  -2.4519  12.9321  -1.1649
H  -2.0525  11.4715  0.7907
H  -1.7327  9.0391  0.4734
H  -1.8255  8.0666  -1.7977
H  -2.2511  9.5228  -3.7510
H  -2.5605  11.9566  -3.4348

Forces on atoms 1 to 2 (eV/Å):
0.3 1.5 0.8
-1.8 -1.2 -0.6

Summary:
- total charge = 0
- 2S+1 = 1
- E_HOMO (Ha) = -0.33750
- HOMO-LUMO gap (eV) = 9.04
- SMILES string = FC(F)(F)C(F)(F)[PH3]N=C=S.c1ccccc1.c1ccccc1.c1ccccc1.c1ccccc1.c1ccccc1.c1ccccc1.c1ccccc1.c1ccccc1.c1ccccc1.c1ccccc1